# 1
ORCA calculation (ωB97M-V/def2-TZVPD) on C40H62GaN3O2 as an isolated structure.

multiplicity	1
charge	0

XYZ file:
```
108
Properties=species:S:1:pos:R:3:mulliken_charge:R:1
Ga 0.17382 -0.69292 -0.04467 -0.691
C -0.47971 0.47195 -2.75612 -1.035
N -1.01917 0.48686 -1.37457 1.014
C -2.43234 0.04376 -1.38899 -1.033
C -0.93707 1.87408 -0.84898 -1.037
C -0.82564 1.94182 0.66407 -1.098
N 0.37126 1.20573 1.10931 0.632
C 0.35977 0.91505 2.56385 -1.670
C -0.82070 0.15737 3.12118 0.665
C -1.08866 0.33388 4.46828 -0.816
C -2.03823 -0.43525 5.13202 -0.648
C -2.69275 -1.39699 4.37438 -0.511
C -2.47643 -1.61071 3.00768 0.422
C -1.53688 -0.78659 2.36434 -0.593
O -1.33672 -0.85679 1.04468 0.496
C -3.23804 -2.79487 2.36718 2.350
C -3.02918 -3.01137 0.86156 -2.266
C -4.74766 -2.61136 2.58531 -1.873
C -2.77520 -4.08706 3.06363 -1.636
C -2.31315 -0.20066 6.62068 2.090
C -2.83607 1.23166 6.81895 -1.648
C -3.35312 -1.17424 7.17806 -2.055
C -1.01697 -0.37954 7.42316 -1.645
C 1.60384 1.97422 0.82104 -1.362
C 2.85240 1.14863 0.71513 0.342
C 3.98075 1.49450 1.45439 -0.456
C 5.19380 0.86237 1.23524 -0.445
C 5.22772 -0.09656 0.22110 0.317
C 4.12952 -0.48142 -0.54143 -0.754
C 2.89623 0.13362 -0.24282 -0.388
O 1.75581 -0.18388 -0.88949 -0.346
C 4.28797 -1.51808 -1.66474 2.616
C 3.71694 -0.97502 -2.98591 -1.596
C 5.76227 -1.85078 -1.92282 -2.417
C 3.57492 -2.82468 -1.28530 -1.214
C 6.46327 1.15987 2.03659 1.979
C 6.85174 -0.09064 2.83943 -1.559
C 7.61342 1.52198 1.08329 -1.637
C 6.27201 2.32402 3.01193 -2.098
H -0.96745 1.24200 -3.36076 0.445
H -0.67084 -0.49620 -3.20929 0.278
H 0.59537 0.64547 -2.72917 0.220
H -3.01358 0.69410 -2.04907 0.449
H -2.83870 0.07061 -0.38294 0.415
H -2.49403 -0.97906 -1.75048 0.103
H -1.81768 2.43442 -1.17247 0.606
H -0.07231 2.34322 -1.30965 0.531
H -1.69987 1.49791 1.13354 0.381
H -0.77452 2.99163 0.97097 0.469
H 0.44741 1.86109 3.11134 0.626
H 1.27696 0.35715 2.76658 0.573
H -0.52210 1.08827 5.01024 0.544
H -3.41229 -2.03866 4.87025 0.388
H -3.34018 -2.14047 0.28231 0.159
H -3.64842 -3.86169 0.55672 0.580
H -1.99026 -3.24254 0.61748 0.521
H -5.10586 -1.72473 2.05171 0.395
H -5.01261 -2.49915 3.63855 0.269
H -5.28440 -3.48323 2.19672 0.484
H -1.69239 -4.20507 2.96171 0.236
H -3.25478 -4.95541 2.59867 0.490
H -3.02573 -4.08947 4.12804 0.315
H -3.73688 1.39684 6.22136 0.352
H -2.09014 1.97333 6.51876 0.325
H -3.08266 1.40745 7.87180 0.447
H -4.32011 -1.05676 6.68144 0.376
H -3.49854 -0.97833 8.24329 0.445
H -3.03124 -2.21367 7.06975 0.388
H -0.25040 0.33396 7.11289 0.323
H -0.61580 -1.38713 7.28571 0.367
H -1.20675 -0.22564 8.49000 0.448
H 1.72603 2.73246 1.59828 0.363
H 1.46908 2.50475 -0.11948 0.448
H 3.88603 2.28243 2.19574 0.524
H 6.17416 -0.58101 0.02523 0.370
H 4.25510 -0.07339 -3.29583 0.395
H 2.65854 -0.73418 -2.89504 0.040
H 3.83553 -1.72775 -3.77132 0.456
H 6.35169 -0.95668 -2.14125 0.430
H 5.82307 -2.51141 -2.78890 0.485
H 6.21976 -2.37523 -1.07865 0.394
H 2.49340 -2.71115 -1.29546 -0.034
H 3.87084 -3.15241 -0.28436 0.275
H 3.84257 -3.61682 -1.99304 0.534
H 6.99180 -0.95481 2.18398 0.296
H 6.07024 -0.34077 3.56300 0.344
H 7.78600 0.07863 3.38553 0.444
H 7.88641 0.68304 0.43948 0.320
H 8.50218 1.80641 1.65500 0.471
H 7.33252 2.36178 0.44236 0.352
H 5.50675 2.10117 3.76080 0.365
H 5.99073 3.24332 2.48907 0.389
H 7.21012 2.51153 3.54198 0.434
C -0.30846 -3.07032 -2.42006 -0.750
C 0.14444 -3.51592 -1.06576 0.609
C 0.34808 -4.78124 -0.57116 -1.099
C 0.80351 -4.63496 0.77199 -1.280
C 0.85063 -3.28710 1.03891 0.794
C 1.29527 -2.55816 2.27224 -0.433
N 0.44724 -2.60077 -0.08039 0.792
H -0.25666 -3.88877 -3.13555 0.513
H 0.33737 -2.27028 -2.79413 -0.006
H -1.34364 -2.71164 -2.40865 -0.058
H 0.21191 -5.70643 -1.11558 0.560
H 1.08739 -5.42428 1.45397 0.595
H 1.88891 -3.21372 2.90742 0.731
H 0.45533 -2.18811 2.86931 -0.190
H 1.93744 -1.70459 2.01194 -0.219
```

# 2
ORCA calculation (ωB97M-V/def2-TZVPD) on C59H58BaClN6P as an isolated structure at a distorted geometry.

multiplicity	1
charge	-2
relative energy (zero: lowest compared OMol25 entry of this formula, charge and spin)	20.3	kJ/mol

XYZ file:
```
126
Properties=species:S:1:pos:R:3:mulliken_charge:R:1
Ba -0.95962 0.00336 0.82146 -0.022
C 0.03394 -3.47042 3.98832 -0.904
C -0.03516 -3.66177 2.46143 -0.847
C 0.89802 -2.73781 1.64886 0.007
N 0.27326 -2.35593 0.40533 1.688
C 0.15953 -3.14173 -0.62676 -0.743
C 0.94968 -4.32394 -0.77931 -0.231
C 0.93548 -5.35454 -1.70026 -0.680
C 0.04014 -5.62916 -2.72604 -0.797
C -1.08816 -4.86030 -3.01754 -0.519
C -1.49371 -3.63868 -2.53363 -1.317
C -0.88878 -2.69421 -1.62714 1.025
N -1.29822 -1.47208 -1.50498 2.000
C -2.39672 -0.93723 -2.28740 -1.134
C -3.77976 -1.11009 -1.62318 -0.172
C -4.16280 -0.10531 -0.51147 -1.969
N -3.60787 -0.39687 0.79787 0.255
C -4.23110 -1.11931 1.67394 0.526
C -5.47762 -1.78916 1.39649 -0.934
C -6.45577 -2.29570 2.22257 -0.588
C -6.54031 -2.31892 3.61525 -0.626
C -5.52477 -1.91317 4.47472 -0.378
C -4.23210 -1.50272 4.21232 -0.722
C -3.51072 -1.30134 2.99029 0.427
N -2.21721 -1.18047 2.93476 1.458
C -1.39671 -1.29752 4.12619 -0.774
C -1.17190 -2.74615 4.60554 -0.743
H 0.95106 -2.92797 4.25224 0.337
H 0.11469 -4.44640 4.47672 0.360
H -1.05402 -3.46259 2.12300 0.208
H 0.18198 -4.69862 2.19546 0.642
H 1.88437 -3.21089 1.52074 0.605
H 1.07885 -1.82159 2.23095 -1.017
H 1.73148 -4.41206 -0.03239 0.192
H 1.73216 -6.08352 -1.56928 0.281
H 0.18471 -6.54254 -3.29140 0.285
H -1.75842 -5.28920 -3.75901 0.332
H -2.43793 -3.30030 -2.94030 0.180
H -2.44122 -1.37914 -3.29063 0.551
H -2.22106 0.13531 -2.42382 -0.397
H -3.87974 -2.13514 -1.25042 0.453
H -4.52277 -0.98611 -2.41905 0.370
H -5.25748 -0.04865 -0.47421 0.572
H -3.79430 0.88529 -0.80333 0.403
H -5.69533 -1.87805 0.33932 0.176
H -7.31095 -2.71568 1.69827 0.306
H -7.45573 -2.69316 4.05830 0.277
H -5.76607 -1.97087 5.53350 0.276
H -3.63987 -1.32871 5.10219 0.244
H -1.79997 -0.69262 4.94679 0.786
H -0.42140 -0.85101 3.89330 -0.658
H -2.08235 -3.32026 4.40997 0.434
H -1.03559 -2.73938 5.69291 0.370
C 2.66188 0.54700 3.21344 -1.786
N 1.32715 1.00062 2.86260 1.069
C 0.83617 1.87974 3.67060 -0.583
C -0.42162 2.52494 3.54230 -0.433
C -0.98491 3.48251 4.41159 -0.972
C -2.22305 3.81266 3.86596 -1.066
C -2.34201 3.03630 2.69350 -0.635
N -1.26806 2.27043 2.49369 0.706
C 3.76212 1.48164 2.74120 0.856
C 3.53611 2.41536 1.73608 -0.314
C 4.55782 3.25729 1.31368 -0.609
C 5.81633 3.18438 1.89276 -0.493
C 6.05102 2.25519 2.90001 -0.536
C 5.03025 1.41201 3.31594 -0.504
H 2.83644 -0.43420 2.75980 0.103
H 2.77040 0.41376 4.29954 0.592
H 1.41990 2.17975 4.55474 0.185
H -0.53163 3.87306 5.31307 0.472
H -2.94756 4.51452 4.25261 0.421
H -3.16960 3.00960 1.99475 0.584
H 2.54960 2.48288 1.29415 0.504
H 4.36344 3.97265 0.52296 0.416
H 6.60885 3.84638 1.56453 0.402
H 7.02860 2.19072 3.36417 0.360
H 5.21363 0.69112 4.10699 0.372
C 1.00685 -2.68926 -4.86391 -0.775
C 0.24643 -1.52494 -4.82203 -0.416
C 0.53902 -0.53700 -3.89892 -0.613
C 1.60640 -0.68450 -3.00786 -0.117
C 2.35954 -1.85248 -3.05622 -0.200
C 2.05930 -2.85028 -3.97974 -0.339
P 1.80306 0.63222 -1.74213 2.329
C 3.43835 0.23826 -1.01636 0.095
C 4.62626 0.90658 -1.29413 -0.759
C 5.79399 0.57993 -0.61432 -0.828
C 5.79376 -0.42763 0.33859 -0.811
C 4.61574 -1.10830 0.61490 -0.390
C 3.44554 -0.76698 -0.04534 0.262
C 2.12504 2.07932 -2.81735 0.335
C 2.94868 2.02282 -3.94433 -0.429
C 3.12014 3.14115 -4.74432 -0.677
C 2.45632 4.32547 -4.43600 -0.521
C 1.62699 4.38455 -3.32792 -0.580
C 1.46273 3.26654 -2.51613 -0.804
H 0.75555 -3.48035 -5.55953 0.343
H -0.59182 -1.39895 -5.49701 0.382
H -0.07426 0.35768 -3.85254 0.505
H 3.17755 -1.99844 -2.36259 0.332
H 2.63362 -3.76819 -3.98154 0.361
H 4.63502 1.70612 -2.02515 0.363
H 6.70570 1.12876 -0.81859 0.353
H 6.70225 -0.66815 0.87727 0.351
H 4.60039 -1.88886 1.36747 0.392
H 2.51375 -1.27551 0.18865 -0.217
H 3.44277 1.09123 -4.19745 0.450
H 3.75664 3.08705 -5.61986 0.401
H 2.57078 5.19178 -5.07667 0.378
H 1.07396 5.28845 -3.10423 0.476
H 0.75844 3.29368 -1.68795 0.274
Cl -3.89981 6.09929 -5.28661 -0.324
C -3.20277 5.07870 -4.02709 0.146
C -2.56320 3.89140 -4.35954 -0.848
C -2.01368 3.09202 -3.37647 0.068
C -2.06642 3.42789 -1.97891 1.050
C -1.49103 2.64095 -0.98927 0.310
C -2.74354 4.66664 -1.69890 -1.044
C -3.28795 5.45696 -2.68834 -0.577
H -2.49004 3.59446 -5.39988 0.368
H -1.50425 2.17876 -3.67077 0.367
H -0.98149 1.73223 -1.29993 -1.384
H -1.46677 2.93553 0.05120 0.217
H -2.82305 4.98578 -0.66495 0.396
H -3.78786 6.38239 -2.42540 0.383
```

no.,DFT total energy (hartree),frontier orbital gap (eV)
1,-3801.0347,7.44
2,-3438.6833,4.53